[1]
20
Properties=species:S:1:pos:R:3:forces:R:3:mulliken_charge:R:1 method="wB97M-V/def2-TZVPD" smiles="C=CNCC.O.O" e_above_lowest_kcal_mol=143.01 orbital_gap_ev=6.83
C 2.157859 0.662446 -0.851545 -1.009 1.150 -2.939 -0.6307
C 1.188668 0.625303 0.096576 -2.620 -0.345 0.392 -0.2525
N 0.008341 -0.266115 0.084523 0.967 2.242 -1.686 -0.3065
C -0.534642 -0.315437 1.457590 -0.707 0.111 0.287 -0.3481
C 0.555005 -0.875966 2.421316 0.956 1.675 -0.624 -0.9795
H 3.104449 0.317719 -0.527735 1.764 1.800 0.172 0.2717
H 1.913818 1.063163 -1.951319 0.440 -2.830 1.711 0.0839
H 0.912961 1.559111 0.649369 1.745 -1.262 1.865 0.4059
H -0.507369 0.199356 -0.710625 -0.664 -1.169 1.092 0.1610
H -1.424312 -0.921812 1.522224 -0.275 -0.631 -0.492 0.3668
H -0.943485 0.659731 1.750920 0.556 0.169 0.429 0.2943
H 0.271501 -1.054037 3.496325 0.111 0.673 -1.200 0.3433
H 1.384544 -0.091389 2.245470 -0.909 -1.314 1.243 0.2813
H 1.000999 -1.796438 2.047177 -0.329 -0.127 -0.215 0.3151
O -1.265856 1.825878 -3.087992 2.007 -2.394 -1.125 -0.6471
H -0.315927 1.489779 -3.075315 -1.880 0.566 -0.200 0.3143
H -1.248896 2.530603 -2.488807 -0.078 1.801 1.380 0.3116
O -2.225592 -2.002482 -1.457809 0.995 -0.110 3.705 -0.6316
H -1.957330 -2.486976 -0.585249 -0.709 0.417 -2.581 0.3310
H -2.074736 -1.122437 -1.035094 -0.360 -0.423 -1.214 0.3156

=====

[2]
20
Properties=species:S:1:pos:R:3:forces:R:3:mulliken_charge:R:1 method="wB97M-V/def2-TZVPD" smiles="C=NCCC.O.O" e_above_lowest_kcal_mol=67.90 orbital_gap_ev=9.79
C 2.528904 -0.334187 -1.408286 0.735 1.148 -2.983 -0.3035
N 1.699077 0.107458 -0.624717 -3.112 -1.727 4.111 -0.4551
C 0.259322 0.106375 -0.996341 1.080 1.644 0.009 -0.4854
C -0.477749 -1.245585 -0.793327 -0.754 -0.779 3.472 -0.1670
C -1.817794 -1.230821 -1.497877 -0.346 -1.391 -0.605 -1.2478
H 2.415898 0.020862 -2.503008 0.273 -1.696 0.725 0.2431
H 3.340166 -0.904167 -0.998176 1.220 0.381 -0.347 0.2754
H -0.242426 0.998004 -0.509691 0.282 -1.340 -0.326 0.2549
H 0.369647 0.336093 -2.030090 -1.043 0.120 -1.591 0.3586
H 0.042435 -2.192079 -1.057838 0.363 1.054 -0.002 0.2835
H -0.754989 -1.386431 0.386682 1.027 0.426 -2.626 0.1840
H -2.495591 -2.108215 -1.375283 1.037 0.038 0.403 0.3435
H -2.418488 -0.470111 -1.062904 -0.504 1.289 -0.423 0.3409
H -1.658943 -1.231819 -2.582837 -0.308 0.827 0.112 0.3418
O 2.167948 3.052140 0.099681 0.285 3.433 -0.429 -0.6506
H 1.995955 2.155009 -0.015379 -0.477 -2.477 -0.528 0.3690
H 1.933613 3.544556 -0.723111 0.245 -0.948 1.028 0.3148
O -2.122893 0.466464 5.657026 1.839 0.919 -2.408 -0.6130
H -2.079215 -0.457601 5.730241 0.034 -1.851 0.225 0.3093
H -2.684882 0.774052 6.305233 -1.876 0.930 2.183 0.3036

=====

[3]
20
Properties=species:S:1:pos:R:3:forces:R:3:mulliken_charge:R:1 method="wB97M-V/def2-TZVPD" smiles=C[C@H](O)CN.CO e_above_lowest_kcal_mol=53.95 orbital_gap_ev=10.30
C 0.133507 -0.523846 -1.764476 0.883 0.659 0.852 -1.1473
C -1.116453 -0.806895 -0.997711 0.343 -0.999 2.601 0.2714
O -1.975600 0.299030 -1.076313 -0.307 0.343 -0.171 -0.5745
C -0.687031 -1.076612 0.643428 -2.126 0.930 -5.528 -0.7901
N 0.749643 -1.322943 0.729088 -1.830 -0.495 4.767 -0.7252
H -0.072007 -0.005920 -2.698923 0.055 0.022 0.034 0.3333
H 0.712815 -1.426545 -1.948928 -0.150 -0.131 -0.191 0.3410
H 0.784634 0.067492 -1.068211 -0.439 -0.052 -1.121 0.1977
H -1.609851 -1.726602 -1.337678 -0.086 0.135 -0.131 0.3926
H -2.782275 0.116778 -0.582952 0.060 -0.009 -0.046 0.3123
H -1.359675 -1.887458 0.948996 0.276 0.124 0.423 0.3906
H -0.924923 -0.115097 1.100612 0.043 -0.211 0.292 0.3887
H 0.946349 -2.279637 0.444506 0.013 0.004 -0.022 0.2636
H 0.421348 -1.425039 1.799249 3.211 -0.301 -1.704 0.3224
C 1.077177 2.353715 0.841904 0.046 0.126 -0.119 -0.5393
O 1.268134 1.355113 1.817835 0.018 -0.372 0.102 -0.5740
H 0.154656 2.197936 0.270416 0.019 0.073 0.009 0.2183
H 1.919613 2.404057 0.141250 -0.063 0.022 0.014 0.2291
H 1.016611 3.305509 1.369560 -0.054 0.001 -0.084 0.2712
H 1.343328 0.496963 1.368346 0.089 0.129 0.024 0.4182

=====

Repeat the second record exactly.
20
Properties=species:S:1:pos:R:3:forces:R:3:mulliken_charge:R:1 method="wB97M-V/def2-TZVPD" smiles="C=NCCC.O.O" e_above_lowest_kcal_mol=67.90 orbital_gap_ev=9.79
C 2.528904 -0.334187 -1.408286 0.735 1.148 -2.983 -0.3035
N 1.699077 0.107458 -0.624717 -3.112 -1.727 4.111 -0.4551
C 0.259322 0.106375 -0.996341 1.080 1.644 0.009 -0.4854
C -0.477749 -1.245585 -0.793327 -0.754 -0.779 3.472 -0.1670
C -1.817794 -1.230821 -1.497877 -0.346 -1.391 -0.605 -1.2478
H 2.415898 0.020862 -2.503008 0.273 -1.696 0.725 0.2431
H 3.340166 -0.904167 -0.998176 1.220 0.381 -0.347 0.2754
H -0.242426 0.998004 -0.509691 0.282 -1.340 -0.326 0.2549
H 0.369647 0.336093 -2.030090 -1.043 0.120 -1.591 0.3586
H 0.042435 -2.192079 -1.057838 0.363 1.054 -0.002 0.2835
H -0.754989 -1.386431 0.386682 1.027 0.426 -2.626 0.1840
H -2.495591 -2.108215 -1.375283 1.037 0.038 0.403 0.3435
H -2.418488 -0.470111 -1.062904 -0.504 1.289 -0.423 0.3409
H -1.658943 -1.231819 -2.582837 -0.308 0.827 0.112 0.3418
O 2.167948 3.052140 0.099681 0.285 3.433 -0.429 -0.6506
H 1.995955 2.155009 -0.015379 -0.477 -2.477 -0.528 0.3690
H 1.933613 3.544556 -0.723111 0.245 -0.948 1.028 0.3148
O -2.122893 0.466464 5.657026 1.839 0.919 -2.408 -0.6130
H -2.079215 -0.457601 5.730241 0.034 -1.851 0.225 0.3093
H -2.684882 0.774052 6.305233 -1.876 0.930 2.183 0.3036